58
Properties=species:S:1:pos:R:3:forces:R:3:nbo_charge:R:1 method="wB97M-V/def2-TZVPD" total_charge=-1 total_energy_ev=-108790.8790 homo_lumo_gap_ev=6.64
Pd 2.1938 -2.1810 -2.5264 0.176 -0.032 -0.198 0.37
Cl 5.5093 -2.5180 -1.1554 0.011 -0.002 0.016 0.00
C 4.6855 -0.9876 -1.0687 0.056 0.055 0.004 0.02
C 3.4386 -0.8261 -1.6747 -0.047 -0.005 0.046 -0.27
C 2.8952 0.4440 -1.5328 -0.075 -0.034 -0.082 -0.18
Cl 1.3137 0.8442 -2.5080 -0.374 -0.231 -0.121 1.66
C 3.4370 1.4664 -0.7694 -0.028 0.141 0.102 -0.07
Cl 2.6095 2.9352 -0.3770 0.071 -0.081 -0.013 0.06
C 4.6935 1.2620 -0.2048 0.011 0.030 0.009 -0.10
Cl 5.4538 2.5082 0.7184 -0.008 -0.019 -0.007 0.03
C 5.3306 0.0375 -0.3790 -0.012 -0.074 -0.027 -0.12
Cl 6.9045 -0.1967 0.2968 -0.010 0.000 0.000 0.03
C -6.1597 6.2169 4.8530 0.000 -0.001 -0.002 -0.25
O -6.0875 4.8160 4.7274 0.002 -0.003 -0.005 -0.50
C -5.1436 4.3168 3.8655 0.000 0.006 0.011 0.27
C -4.2758 5.0966 3.1161 -0.008 0.005 -0.011 -0.32
C -3.3567 4.4777 2.2736 -0.004 -0.012 0.002 -0.21
C -3.2876 3.0973 2.1656 0.116 -0.004 0.173 0.17
C -4.1690 2.3234 2.9302 -0.006 0.016 -0.012 -0.24
C -5.0835 2.9271 3.7667 0.000 -0.007 -0.002 -0.25
N -2.3065 2.5808 1.2835 -0.076 0.002 -0.144 -0.29
N -2.2920 1.3248 1.2186 -0.167 0.011 -0.097 -0.16
C -1.4348 0.7648 0.3157 0.030 -0.058 0.032 -0.05
C -0.5415 1.3830 -0.5806 0.065 -0.068 0.080 -0.18
C 1.3204 2.2019 -3.0074 0.616 0.219 -0.073 -0.89
C 0.1111 0.3931 -1.2868 0.029 -0.094 -0.149 -0.36
O 1.2351 -0.3856 -3.3950 0.027 0.169 0.196 -0.93
C -0.3558 -0.9030 -0.8839 0.001 0.043 0.017 0.13
N -0.0169 -2.1295 -1.3086 -0.075 0.129 0.049 -0.48
C -0.6491 -3.1451 -0.7382 -0.009 -0.033 0.032 0.01
C -1.6158 -3.0089 0.2623 0.001 -0.040 -0.049 -0.30
C -1.9662 -1.7478 0.7070 -0.022 0.044 0.023 -0.18
C -1.3348 -0.6548 0.1276 0.066 0.039 0.041 -0.01
H -6.9491 6.4198 5.5730 0.001 0.001 0.000 0.19
H -6.4105 6.6938 3.9004 0.001 0.000 0.000 0.17
H -5.2188 6.6363 5.2225 -0.001 0.001 0.001 0.17
H -4.2980 6.1756 3.1730 0.000 0.000 -0.001 0.21
H -2.6696 5.0702 1.6827 0.002 0.000 0.000 0.22
H -4.1169 1.2467 2.8536 -0.004 -0.002 -0.004 0.23
H -5.7693 2.3385 4.3634 0.000 -0.001 -0.002 0.21
H -0.3845 2.4433 -0.6965 -0.007 0.013 0.001 0.24
H 0.8419 2.9006 -3.6532 -0.285 -0.109 0.058 0.25
H -0.3759 -4.1325 -1.0947 0.017 -0.045 0.007 0.17
H -2.0800 -3.8954 0.6751 0.007 -0.001 -0.006 0.20
H -2.7109 -1.6063 1.4810 0.006 -0.004 0.003 0.21
C 4.5925 -4.8884 -3.2283 -0.010 0.002 -0.010 -1.14
Si 3.0820 -4.1894 -2.3486 -0.028 0.064 0.065 1.41
C 1.5828 -4.4080 -3.5287 -0.027 0.177 0.015 -1.14
C 2.8696 -5.1388 -0.7437 0.045 -0.034 -0.015 -1.15
H 4.3425 -5.8800 -3.6190 0.007 0.000 -0.004 0.22
H 5.4474 -4.9982 -2.5606 -0.007 0.002 0.001 0.23
H 4.8915 -4.2565 -4.0656 0.002 0.006 -0.001 0.24
H 0.8144 -5.0797 -3.1453 0.018 0.002 0.036 0.24
H 1.9297 -4.7544 -4.5020 -0.016 -0.016 -0.014 0.24
H 1.0441 -3.4492 -3.7427 -0.023 -0.168 0.009 0.24
H 2.9395 -6.2187 -0.9040 -0.003 -0.007 0.003 0.22
H 1.9048 -4.9117 -0.2916 -0.052 0.014 0.032 0.24
H 3.6460 -4.8513 -0.0315 0.002 -0.005 -0.016 0.24